# 1
Below is an isolated molecule of C2H6N4, with properties calculated with wB97M-V/def2-TZVPD.

Each line ends with the Mulliken charge.
Cartesian coordinates (Å):
C  1.46884  -0.83433  0.49906  -0.30
N  1.56081  0.02818  -0.43737  -0.52
N  0.60056  1.00335  -0.42897  -0.06
C  -0.61714  1.03549  0.32289  -0.06
N  -1.55479  0.22083  0.36726  -0.33
N  -1.39384  -0.92874  -0.39891  -0.41
H  2.25342  -1.56986  0.60488  0.30
H  0.60602  -0.83763  1.16002  0.33
H  0.97585  1.83368  -0.72875  0.24
H  -0.64154  1.92286  1.00406  0.31
H  -0.91275  -0.65065  -1.27058  0.21
H  -2.34544  -1.22317  -0.69359  0.30

Forces on atoms 1 to 6 (eV/Å):
C -0.255 0.015 -0.601
N 0.414 -0.377 1.192
N -2.116 -2.181 0.063
C 2.514 2.659 1.110
N -0.873 -1.268 0.019
N -0.998 0.194 -1.294

* SMILES: C=NN/C=N\N
* LUMO: 1.11 eV
* Kohn-Sham gap: 9.92 eV
* E: -298.73028 Ha

=====

# 2
Below is an isolated molecule of C2H6N4, with properties calculated with wB97M-V/def2-TZVPD.

Each line ends with the Mulliken charge.
Cartesian coordinates (Å):
H  -2.53582  1.05646  1.10830  0.21
N  -2.60775  0.29610  0.42415  -0.58
C  -1.43787  -0.11088  0.07865  -0.06
N  -0.14301  0.31110  0.58772  -0.26
C  1.06763  0.01020  -0.11445  0.46
N  0.96835  -1.23241  -0.76799  -0.49
N  2.07589  0.77320  -0.25442  -0.66
H  1.89346  1.65792  0.20106  0.21
H  -1.42570  -0.93736  -0.61760  0.42
H  -0.17195  1.21561  1.04463  0.27
H  0.57843  -1.97684  -0.21662  0.24
H  1.82868  -1.44769  -1.23116  0.25

Forces on atoms 1 to 6 (eV/Å):
H -0.127 -0.070 -0.037
N 1.796 0.118 -0.075
C -0.289 0.371 1.066
N -1.141 -0.330 -0.943
C -1.124 -0.434 -0.493
N 0.205 1.184 0.458

* SMILES: [H]/N=C\N/C(N)=N\[H]
* LUMO: 0.80 eV
* Kohn-Sham gap: 10.33 eV
* E: -298.82837 Ha

=====

# 3
Below is an isolated molecule of C2H6N4, with properties calculated with wB97M-V/def2-TZVPD.

Each line ends with the Mulliken charge.
Cartesian coordinates (Å):
C  0.77250  -0.13651  -0.44480  -0.25
C  -1.43864  1.14783  -0.41167  -0.69
N  2.49212  0.47865  0.87405  -0.56
N  1.49739  -1.41995  0.21054  -0.27
N  2.56102  -0.73523  0.72802  0.31
N  -0.50650  0.04734  -0.04880  -0.14
H  -0.84769  1.65801  -1.13869  0.33
H  -2.49590  0.86918  -0.71582  0.25
H  -1.60432  1.87774  0.41729  0.26
H  1.60826  -2.19299  -0.39917  0.26
H  3.48141  -1.28279  0.82531  0.23
H  -0.94048  -0.55234  0.69158  0.29

Forces on atoms 1 to 6 (eV/Å):
C -0.962 -0.154 -0.161
C 0.258 0.178 0.500
N -0.310 -1.679 0.301
N -3.530 2.829 0.787
N 2.594 0.962 -0.323
N -0.295 -1.958 1.733

* LUMO: 1.14 eV
* Kohn-Sham gap: 8.76 eV
* E: -298.60820 Ha

=====

# 4
Below is an isolated molecule of C2H6N4O, with properties calculated with wB97M-V/def2-TZVPD.

Each line ends with the Mulliken charge.
Cartesian coordinates (Å):
H  -0.72906  2.48822  0.06831  0.20
N  -0.11287  1.69981  -0.23832  -0.60
C  -0.60666  0.48697  -0.15204  0.33
N  -2.01037  0.10757  0.21435  -0.20
O  -2.06838  -1.38124  -0.02364  -0.49
N  0.39247  -0.41789  -0.61317  -0.25
C  1.69530  -0.06963  -0.11737  0.04
N  2.42606  -1.00010  0.17119  -0.56
H  3.32124  -0.48447  0.65370  0.28
H  -2.32031  0.48866  1.16997  0.30
H  -2.45099  -1.55954  -1.01604  0.37
H  0.27137  -1.35714  -0.31363  0.35
H  2.19219  0.99878  0.19668  0.23

Forces on atoms 1 to 6 (eV/Å):
H 0.258 -1.214 -0.335
N -2.726 -0.439 1.109
C 0.681 3.216 -0.384
N 2.558 -0.894 -1.493
O -1.451 1.031 -1.648
N -0.732 1.120 1.105

* SMILES: [H]/N=C(\NO)N/C=N/[H]
* LUMO: 0.63 eV
* Kohn-Sham gap: 9.97 eV
* E: -373.91745 Ha

=====

Please write out number 2 again, unchanged.
Below is an isolated molecule of C2H6N4, with properties calculated with wB97M-V/def2-TZVPD.

Each line ends with the Mulliken charge.
Cartesian coordinates (Å):
H  -2.53582  1.05646  1.10830  0.21
N  -2.60775  0.29610  0.42415  -0.58
C  -1.43787  -0.11088  0.07865  -0.06
N  -0.14301  0.31110  0.58772  -0.26
C  1.06763  0.01020  -0.11445  0.46
N  0.96835  -1.23241  -0.76799  -0.49
N  2.07589  0.77320  -0.25442  -0.66
H  1.89346  1.65792  0.20106  0.21
H  -1.42570  -0.93736  -0.61760  0.42
H  -0.17195  1.21561  1.04463  0.27
H  0.57843  -1.97684  -0.21662  0.24
H  1.82868  -1.44769  -1.23116  0.25

Forces on atoms 1 to 6 (eV/Å):
H -0.127 -0.070 -0.037
N 1.796 0.118 -0.075
C -0.289 0.371 1.066
N -1.141 -0.330 -0.943
C -1.124 -0.434 -0.493
N 0.205 1.184 0.458

* SMILES: [H]/N=C\N/C(N)=N\[H]
* LUMO: 0.80 eV
* Kohn-Sham gap: 10.33 eV
* E: -298.82837 Ha